Entry 1
{"formula": "C4H13NOS", "method": "the ωB97M-V functional and the def2-TZVPD basis", "species": ["C", "C", "C", "S", "C", "N", "H", "H", "H", "H", "H", "H", "H", "H", "H", "H", "H", "H", "H", "O"], "positions_angstrom": [[-1.86508, -1.32667, -0.92847], [-0.36835, -1.43820, -0.55128], [0.42968, -0.13112, -0.61011], [0.63394, 0.53830, 1.08788], [-1.09511, 0.91256, 1.68066], [-2.40148, -2.54963, -1.44769], [-2.46052, -0.87275, -0.14709], [-2.01648, -0.51813, -1.65717], [-0.28403, -1.86597, 0.44201], [-0.00458, -2.16221, -1.28303], [1.46467, -0.19714, -0.93764], [-0.02489, 0.63028, -1.24399], [-1.04945, 1.98630, 1.55431], [-1.03780, 0.70784, 2.74782], [-1.88714, 0.34887, 1.21005], [-1.80015, -3.20440, -1.93026], [-2.85158, -3.13695, -0.75301], [5.16624, 4.15633, 1.62970], [6.10650, 3.80327, 0.43654], [5.34562, 4.31938, 0.70076]], "lowdin_charge": [-0.316, -0.262, -0.491, 0.759, -0.351, -0.015, 0.083, 0.106, 0.089, 0.096, 0.058, 0.070, 0.009, 0.022, 0.011, 0.064, 0.067, 0.031, 0.026, -0.057], "smiles": "CSCCCN.O", "lumo_energy_ev": 0.8, "total_charge": 0, "gap_ev": 9.095, "e_homo_ev": -8.3}


Entry 2
{"formula": "C4H13NOS", "method": "the ωB97M-V functional and the def2-TZVPD basis", "species": ["C", "N", "C", "C", "S", "C", "H", "H", "H", "H", "H", "H", "H", "H", "H", "H", "H", "H", "H", "O"], "positions_angstrom": [[1.59588, 1.36073, -0.78031], [0.43804, 0.48937, -0.93542], [0.36172, -0.54094, 0.25163], [-0.12576, 0.14640, 1.52633], [0.77932, -0.03414, 3.17964], [-0.44065, -1.74567, -0.24177], [1.25980, 2.01335, 0.09715], [2.46572, 0.81218, -0.45152], [1.93625, 1.90938, -1.69132], [0.60609, -0.14963, -1.79474], [1.48569, -0.89467, 0.40024], [-0.28002, 1.21436, 1.16068], [-1.21009, -0.17872, 1.65678], [0.05950, -1.16203, 3.57846], [-0.11881, -1.92527, -1.18738], [-0.19137, -2.68529, 0.38930], [-1.45690, -1.46242, -0.07220], [-2.94572, 0.82241, -2.30893], [-1.62652, 0.96982, -1.33576], [-2.59216, 1.04080, -1.44087]], "lowdin_charge": [-0.148, -0.144, -0.457, -0.526, 0.636, -0.062, 0.093, 0.057, 0.090, 0.131, 0.144, 0.083, 0.088, -0.128, 0.027, 0.120, 0.063, 0.028, -0.008, -0.087], "smiles": "CN[C@H](C)CS.O", "lumo_energy_ev": 0.8, "total_charge": 0, "gap_ev": 10.190, "e_homo_ev": -9.4}


Entry 3
{"formula": "C4H13NOS", "method": "the ωB97M-V functional and the def2-TZVPD basis", "species": ["C", "C", "S", "C", "N", "C", "H", "H", "H", "H", "H", "H", "H", "H", "H", "H", "H", "H", "H", "O"], "positions_angstrom": [[-0.17743, -0.71887, 1.07870], [1.35146, -0.57488, 1.25391], [2.20670, -1.58784, -0.02483], [-0.80135, -0.51578, -0.27518], [-0.43924, 0.87000, -0.65450], [-1.16200, 1.36848, -1.88854], [-0.39861, -1.76246, 1.36597], [-0.60000, -0.01007, 1.78774], [1.75993, -0.81617, 2.20908], [1.60376, 0.48295, 0.98770], [3.40100, -0.97364, 0.06512], [-0.40903, -1.33559, -1.00111], [-1.83635, -0.61022, -0.20390], [0.56534, 0.84338, -0.83399], [-1.03882, 2.44720, -1.79279], [-2.16576, 1.02664, -2.09948], [-0.50394, 1.09777, -2.72346], [-3.39357, 1.75346, 1.21936], [-2.07183, 1.59782, 0.44698], [-2.80109, 2.27759, 0.56727]], "lowdin_charge": [-0.291, -0.532, 0.679, -0.290, -0.136, -0.100, 0.112, 0.107, 0.053, 0.072, -0.149, 0.121, 0.087, 0.086, 0.075, 0.078, 0.072, 0.077, 0.002, -0.124], "smiles": "CNCCCS.O", "lumo_energy_ev": 0.7, "total_charge": 0, "gap_ev": 9.962, "e_homo_ev": -9.2}


Entry 4
{"formula": "C4H13NOS", "method": "the ωB97M-V functional and the def2-TZVPD basis", "species": ["C", "C", "C", "S", "C", "N", "H", "H", "H", "H", "H", "H", "H", "H", "H", "H", "H", "H", "H", "O"], "positions_angstrom": [[-0.36961, 1.19691, 1.11061], [-1.40900, 1.10280, 0.00050], [-1.93708, -0.28920, -0.30602], [-3.29599, -1.03635, 0.66614], [0.94165, 0.41592, 0.90539], [1.44096, 0.68329, -0.46738], [-0.79462, 0.91187, 2.08938], [-0.15003, 2.26442, 1.26414], [-0.89810, 1.39356, -0.92240], [-2.28490, 1.73661, 0.17611], [-0.99956, -0.80105, -0.09770], [-2.28293, -0.60731, -1.27841], [-2.88219, -0.98411, 1.90225], [0.77075, -0.66216, 0.96625], [1.71625, 0.67977, 1.63453], [2.09187, -0.06714, -0.65736], [1.90555, 1.57878, -0.49954], [2.97708, -2.02266, -2.72545], [2.91275, -2.71901, -1.43622], [2.54715, -2.77493, -2.32480]], "lowdin_charge": [-0.216, -0.284, -0.557, 0.691, -0.273, -0.004, 0.108, 0.109, 0.099, 0.104, 0.047, 0.054, -0.198, 0.101, 0.104, 0.049, 0.068, 0.023, 0.027, -0.052], "smiles": "NCCCCS.O", "lumo_energy_ev": 0.5, "total_charge": 0, "gap_ev": 9.278, "e_homo_ev": -8.8}


Q: Which of them is the least stable? A: entry 2.


Entry 1
{"formula": "C4H13NOS", "method": "the ωB97M-V functional and the def2-TZVPD basis", "species": ["C", "N", "C", "C", "S", "C", "H", "H", "H", "H", "H", "H", "H", "H", "H", "H", "H", "H", "H", "O"], "positions_angstrom": [[0.91960, 1.70545, 1.69603], [-0.29003, 0.99071, 1.37061], [-0.42533, 0.06263, 0.25643], [0.82398, -0.26282, -0.55543], [1.25206, -2.08228, -0.56801], [1.37691, 2.67403, 0.60245], [0.73163, 2.27068, 2.59061], [1.74932, 1.02045, 1.89237], [-0.68816, 0.52189, 2.17283], [-1.22732, 0.39665, -0.41464], [-0.78906, -0.88821, 0.60323], [0.68073, -0.05498, -1.60029], [1.74009, 0.19911, -0.22335], [0.20406, -2.35036, -1.35023], [2.36665, 3.04732, 0.83956], [1.32306, 2.26576, -0.38373], [0.68286, 3.51960, 0.55924], [-3.40919, -4.93410, -3.00697], [-3.15733, -3.75261, -2.09250], [-3.86453, -4.34893, -2.38821]], "lowdin_charge": [-0.297, -0.086, -0.291, -0.526, 0.675, -0.091, 0.105, 0.100, 0.104, 0.107, 0.076, 0.054, 0.039, -0.165, 0.073, 0.046, 0.076, 0.034, 0.032, -0.066], "smiles": "CCNCCS.O", "lumo_energy_ev": 0.4, "total_charge": 0, "gap_ev": 8.872, "e_homo_ev": -8.5}


Entry 2
{"formula": "C4H13NOS", "method": "the ωB97M-V functional and the def2-TZVPD basis", "species": ["C", "N", "C", "C", "S", "C", "H", "H", "H", "H", "H", "H", "H", "H", "H", "H", "H", "H", "H", "O"], "positions_angstrom": [[-0.54532, 0.74912, 0.61181], [-0.42013, -0.52658, -0.18503], [0.89523, -1.05127, -0.40418], [0.85083, -2.28658, -1.14714], [2.57313, -3.16993, -1.41186], [1.74480, -1.09829, 0.89597], [-0.25110, 0.56906, 1.67441], [-1.65051, 1.09449, 0.65188], [0.02219, 1.55211, 0.24776], [-0.92829, -0.59440, -1.00608], [1.57462, -0.33206, -1.00422], [0.39056, -2.27955, -2.10513], [0.37722, -3.07452, -0.50824], [3.18373, -2.02497, -1.76349], [2.54789, -1.88104, 1.00507], [1.00169, -1.25257, 1.79394], [2.32859, -0.20055, 1.00089], [-4.69128, 5.15895, 1.36042], [-4.69292, 5.63765, -0.16754], [-4.31089, 5.01093, 0.46076]], "lowdin_charge": [-0.092, -0.076, -0.571, -0.451, 0.646, -0.097, 0.071, 0.105, 0.043, 0.073, 0.143, 0.056, 0.090, -0.161, 0.055, 0.109, 0.057, 0.053, 0.031, -0.084], "smiles": "CN[C@@H](C)CS.O", "lumo_energy_ev": 0.9, "total_charge": 0, "gap_ev": 9.633, "e_homo_ev": -8.7}


Q: Which of them is the least stable? A: entry 2.


Entry 1
{"formula": "C4H13NOS", "method": "the ωB97M-V functional and the def2-TZVPD basis", "species": ["C", "N", "C", "C", "S", "C", "H", "H", "H", "H", "H", "H", "H", "H", "H", "H", "H", "H", "H", "O"], "positions_angstrom": [[-2.05519, -2.02356, 0.09442], [-1.53962, -0.65177, 0.36226], [-0.74549, -0.16410, -0.82992], [-0.76678, 1.36521, -0.62958], [-0.06282, 2.37801, -1.98597], [0.65939, -0.69872, -0.93766], [-3.10276, -1.85558, -0.17246], [-1.25773, -2.40486, -0.52539], [-2.27854, -2.67772, 1.02246], [-1.50950, 0.11273, 1.02173], [-1.43321, -0.43803, -1.66129], [-1.78776, 1.76559, -0.56270], [-0.04625, 1.61466, 0.20889], [-0.29334, 1.34821, -2.79172], [0.63476, -1.76844, -1.13617], [1.14899, -0.13457, -1.75256], [1.23886, -0.56766, 0.02969], [4.01885, 1.56978, 2.74747], [5.07091, 1.61714, 3.79014], [4.10723, 1.61368, 3.70837]], "lowdin_charge": [-0.099, -0.129, -0.505, -0.548, 0.685, -0.085, 0.068, 0.058, 0.095, 0.092, 0.138, 0.067, 0.087, -0.153, 0.063, 0.058, 0.107, 0.032, 0.035, -0.067], "smiles": "CN[C@H](C)CS.O", "lumo_energy_ev": 0.7, "total_charge": 0, "gap_ev": 8.894, "e_homo_ev": -8.2}


Entry 2
{"formula": "C4H13NOS", "method": "the ωB97M-V functional and the def2-TZVPD basis", "species": ["C", "C", "C", "S", "C", "N", "H", "H", "H", "H", "H", "H", "H", "H", "H", "H", "H", "H", "H", "O"], "positions_angstrom": [[-0.62474, -1.56168, 1.06683], [-1.04499, -0.46830, 0.06383], [-0.81394, 0.97393, 0.57268], [0.64762, 1.16881, 1.39551], [1.70095, 1.11371, -0.26461], [-1.12146, -1.21969, 2.44741], [-1.28163, -2.36085, 0.59145], [0.40445, -1.81354, 1.25184], [-0.43163, -0.60189, -0.86527], [-2.21262, -0.47069, -0.01082], [-0.84624, 1.80904, -0.25071], [-1.74050, 1.22935, 1.27300], [1.13710, 0.48551, -0.89076], [2.81621, 0.69774, -0.27972], [1.87166, 2.21312, -0.43368], [-2.10180, -1.54452, 2.66771], [-0.46181, -1.73649, 3.08460], [1.22518, 1.20964, -3.21544], [1.80934, 0.51258, -4.43195], [1.06885, 0.36423, -3.77190]], "lowdin_charge": [-0.313, -0.288, -0.682, 0.770, -0.309, -0.053, 0.112, 0.089, 0.097, 0.135, 0.101, 0.112, -0.044, 0.080, 0.031, 0.084, 0.077, 0.064, 0.059, -0.124], "smiles": "CSCCCN.O", "lumo_energy_ev": 0.6, "total_charge": 0, "gap_ev": 8.704, "e_homo_ev": -8.1}


Q: Which of them is the least stable? A: entry 2.